ORCA calculation (ωB97M-V/def2-TZVPD) on 4 unconnected molecules or ions with the total composition C36H56NO16P2.

```
! RIJCOSX wB97M-V def2-TZVPD def2/J DEFGRID3
* xyz -1 1
C 1.423 2.471 2.533
C 0.487 1.289 2.815
C 1.072 -0.069 2.384
O 0.271 -0.833 1.530
P 0.050 -0.604 -0.184
O 1.167 0.698 -0.222
O -1.182 0.649 0.122
C -0.349 -0.495 -2.083
N 0.281 0.587 -2.860
C -1.228 -2.024 -0.003
C -2.307 -1.848 1.081
C -3.756 -1.722 0.560
C -4.715 -2.841 1.006
C -6.170 -2.389 1.219
C -7.096 -2.576 -0.001
C -7.610 -1.273 -0.631
C -8.951 -1.458 -1.345
C -10.137 -1.509 -0.368
C -10.882 -0.185 -0.335
O -11.663 -0.079 0.843
C -11.751 1.233 1.338
P 1.713 -2.152 -0.718
C 2.865 -1.303 -1.878
C 2.826 -2.378 0.765
C 4.011 -1.419 0.920
H 2.318 2.394 3.163
H 1.769 2.484 1.500
H 0.953 3.423 2.794
H 0.332 1.271 3.898
H -0.489 1.446 2.355
H 2.082 0.086 1.989
H 1.200 -0.685 3.288
H 0.659 1.491 -0.017
H -1.989 0.403 -0.336
H -0.063 -1.446 -2.549
H -1.446 -0.441 -2.169
H 0.269 0.352 -3.846
H -0.255 1.440 -2.757
H -1.699 -2.193 -0.978
H -0.651 -2.927 0.203
H -2.075 -0.963 1.669
H -2.267 -2.705 1.761
H -3.734 -1.695 -0.537
H -4.184 -0.762 0.871
H -4.336 -3.291 1.928
H -4.714 -3.633 0.249
H -6.166 -1.326 1.485
H -6.594 -2.915 2.078
H -7.959 -3.190 0.278
H -6.563 -3.144 -0.770
H -7.728 -0.516 0.154
H -6.868 -0.887 -1.335
H -8.923 -2.367 -1.952
H -9.098 -0.627 -2.045
H -9.789 -1.722 0.648
H -10.827 -2.310 -0.643
H -10.162 0.643 -0.382
H -11.548 -0.105 -1.205
H -10.789 1.573 1.741
H -12.489 1.225 2.139
H -12.073 1.944 0.566
H 3.825 -1.827 -1.899
H 3.011 -0.259 -1.638
H 2.428 -1.357 -2.880
H 2.198 -2.358 1.657
H 3.217 -3.399 0.683
H 3.724 -0.390 0.711
H 4.826 -1.685 0.238
H 4.423 -1.451 1.936
C 1.759 2.411 7.969
C 2.578 3.123 8.752
C 4.022 3.404 8.382
O 4.655 4.077 9.182
C 4.543 2.873 7.151
C 3.727 2.156 6.358
C 2.275 1.888 6.720
O 1.638 1.236 5.920
O 4.097 1.622 5.214
O 2.230 3.655 9.915
H 0.728 2.208 8.224
H 5.576 3.069 6.900
H 3.312 1.177 4.832
H 3.032 4.112 10.240
C 6.340 1.979 -0.722
C 7.141 1.972 -1.794
C 6.615 2.134 -3.205
O 7.456 2.091 -4.098
C 5.207 2.281 -3.418
C 4.379 2.259 -2.353
C 4.912 2.135 -0.928
O 4.080 2.181 -0.050
O 3.078 2.343 -2.456
O 8.460 1.827 -1.749
H 6.705 1.866 0.289
H 4.846 2.366 -4.433
H 2.660 2.195 -1.577
H 8.752 1.864 -2.682
C 6.243 -0.411 -5.781
C 5.146 -1.092 -5.406
C 4.201 -1.731 -6.406
O 3.252 -2.340 -5.952
C 4.483 -1.585 -7.820
C 5.573 -0.899 -8.189
C 6.527 -0.275 -7.185
O 7.486 0.309 -7.664
O 5.940 -0.693 -9.445
O 4.793 -1.257 -4.148
H 6.910 0.054 -5.070
H 3.802 -2.033 -8.529
H 6.767 -0.170 -9.385
H 3.948 -1.751 -4.136
*
```

The calculation puts the total energy at -91067.395 eV. The calculation puts the LUMO energy at 0.171 eV. The HOMO energy is -3.8057 eV. The gap between HOMO and LUMO is 0.146 hartree.